{"formula": "C85H182N10O10", "method": "ωB97M-V/def2-TZVPD", "species": ["C", "C", "C", "C", "C", "C", "C", "C", "C", "N", "O", "H", "H", "H", "H", "H", "H", "H", "H", "H", "H", "H", "H", "H", "H", "H", "H", "H", "H", "H", "C", "C", "C", "C", "C", "C", "C", "C", "C", "N", "O", "H", "H", "H", "H", "H", "H", "H", "H", "H", "H", "H", "H", "H", "H", "H", "H", "H", "H", "H", "C", "C", "C", "C", "C", "C", "C", "C", "C", "N", "O", "H", "H", "H", "H", "H", "H", "H", "H", "H", "H", "H", "H", "H", "H", "H", "H", "H", "H", "H", "C", "C", "C", "C", "C", "C", "C", "C", "C", "N", "O", "H", "H", "H", "H", "H", "H", "H", "H", "H", "H", "H", "H", "H", "H", "H", "H", "H", "H", "H", "C", "C", "C", "C", "C", "C", "C", "C", "C", "N", "O", "H", "H", "H", "H", "H", "H", "H", "H", "H", "H", "H", "H", "H", "H", "H", "H", "H", "H", "H", "C", "C", "C", "C", "C", "C", "C", "C", "C", "N", "O", "H", "H", "H", "H", "H", "H", "H", "H", "H", "H", "H", "H", "H", "H", "H", "H", "H", "H", "H", "C", "C", "C", "C", "C", "C", "C", "C", "C", "N", "O", "H", "H", "H", "H", "H", "H", "H", "H", "H", "H", "H", "H", "H", "H", "H", "H", "H", "H", "H", "C", "C", "C", "C", "C", "C", "C", "C", "C", "N", "O", "H", "H", "H", "H", "H", "H", "H", "H", "H", "H", "H", "H", "H", "H", "H", "H", "H", "H", "H", "C", "C", "C", "C", "C", "C", "C", "C", "C", "N", "O", "H", "H", "H", "H", "H", "H", "H", "H", "H", "H", "H", "H", "H", "H", "H", "H", "H", "H", "H", "C", "O", "C", "C", "C", "N", "H", "H", "H", "H", "H", "H", "H", "H", "H", "H", "H"], "positions_angstrom": [[2.237, 6.068, 3.277], [1.829, 5.332, 2.034], [2.987, 4.525, 1.578], [0.623, 4.516, 2.367], [-0.070, 3.983, 1.138], [-0.478, 5.257, 0.265], [0.790, 5.977, -0.237], [1.659, 5.123, -1.159], [0.324, 7.203, -0.998], [1.476, 6.442, 1.034], [2.704, 7.078, 0.600], [1.545, 6.888, 3.495], [2.286, 5.418, 4.131], [3.259, 6.482, 3.246], [2.732, 3.610, 1.054], [3.682, 5.078, 0.948], [3.531, 4.092, 2.442], [0.939, 3.705, 3.012], [-0.030, 5.235, 2.845], [0.559, 3.265, 0.635], [-0.951, 3.417, 1.509], [-1.072, 5.910, 0.912], [-1.142, 4.968, -0.572], [2.653, 5.522, -1.239], [1.276, 5.134, -2.181], [1.792, 4.048, -1.096], [-0.197, 7.900, -0.318], [-0.356, 6.965, -1.774], [1.124, 7.718, -1.489], [2.590, 8.016, 0.739], [6.289, -2.422, 5.474], [6.480, -1.097, 4.748], [6.764, -0.051, 5.825], [7.625, -1.258, 3.754], [7.716, -0.151, 2.672], [6.333, -0.184, 1.876], [5.152, 0.100, 2.805], [5.093, 1.554, 3.294], [3.812, -0.182, 2.100], [5.201, -0.901, 3.983], [4.120, -0.621, 4.844], [6.028, -3.127, 4.665], [7.164, -2.933, 5.930], [5.531, -2.399, 6.257], [7.227, 0.881, 5.448], [5.885, 0.225, 6.438], [7.469, -0.513, 6.494], [8.561, -1.289, 4.309], [7.459, -2.256, 3.318], [7.893, 0.795, 3.204], [8.522, -0.372, 2.015], [6.221, -1.194, 1.480], [6.326, 0.465, 0.985], [4.187, 1.724, 3.882], [5.128, 2.168, 2.364], [5.934, 1.817, 3.964], [3.756, -1.261, 1.899], [3.559, 0.397, 1.203], [2.976, 0.030, 2.777], [4.284, 0.274, 5.193], [1.816, 0.610, 6.714], [0.499, 0.052, 6.078], [0.918, -1.183, 5.261], [-0.584, -0.296, 7.014], [-1.188, 0.917, 7.647], [-1.856, 1.687, 6.569], [-0.855, 2.123, 5.460], [-1.636, 2.589, 4.263], [0.105, 3.255, 5.868], [-0.128, 0.921, 5.045], [0.909, 1.327, 4.146], [1.716, 1.509, 7.301], [2.303, -0.139, 7.339], [2.536, 0.778, 5.892], [1.456, -0.879, 4.342], [1.578, -1.852, 5.790], [0.059, -1.741, 4.839], [-1.409, -0.796, 6.503], [-0.303, -1.088, 7.742], [-1.953, 0.504, 8.290], [-0.537, 1.427, 8.341], [-2.426, 2.518, 7.012], [-2.570, 1.009, 6.079], [-0.975, 2.621, 3.403], [-2.211, 3.506, 4.402], [-2.379, 1.808, 3.967], [0.985, 3.329, 5.259], [0.431, 3.143, 6.888], [-0.395, 4.231, 5.946], [0.623, 0.902, 3.294], [-9.318, -1.605, 2.262], [-7.911, -1.001, 1.896], [-6.862, -2.028, 2.196], [-7.970, -0.772, 0.371], [-6.733, 0.068, -0.060], [-6.744, 1.364, 0.707], [-6.687, 1.193, 2.209], [-5.350, 0.673, 2.627], [-6.925, 2.463, 2.840], [-7.740, 0.233, 2.606], [-7.523, -0.080, 3.990], [-10.106, -0.821, 2.209], [-9.550, -2.449, 1.625], [-9.359, -1.916, 3.329], [-6.009, -1.810, 1.548], [-6.535, -2.140, 3.262], [-7.189, -2.983, 1.800], [-7.964, -1.688, -0.240], [-8.853, -0.183, 0.122], [-5.798, -0.480, 0.013], [-6.908, 0.331, -1.085], [-7.596, 1.970, 0.482], [-5.901, 1.995, 0.394], [-4.606, 1.478, 2.619], [-4.959, -0.162, 2.034], [-5.337, 0.393, 3.695], [-7.100, 2.378, 3.914], [-7.866, 2.944, 2.528], [-6.066, 3.109, 2.643], [-8.248, 0.334, 4.474], [-5.247, -2.236, -4.237], [-4.600, -2.174, -5.595], [-5.297, -3.177, -6.490], [-4.653, -0.806, -6.306], [-3.779, 0.291, -5.571], [-2.369, -0.236, -5.478], [-2.232, -1.642, -4.853], [-0.840, -2.185, -5.219], [-2.332, -1.658, -3.314], [-3.136, -2.563, -5.558], [-3.186, -3.864, -4.879], [-6.251, -1.760, -4.264], [-5.265, -3.250, -3.876], [-4.683, -1.591, -3.573], [-6.298, -2.813, -6.814], [-4.736, -3.378, -7.389], [-5.385, -4.115, -5.941], [-4.268, -0.874, -7.320], [-5.662, -0.454, -6.404], [-3.796, 1.198, -6.199], [-4.202, 0.722, -4.646], [-1.717, 0.470, -4.986], [-1.904, -0.370, -6.456], [0.100, -1.797, -4.824], [-0.708, -2.124, -6.292], [-0.796, -3.280, -5.026], [-1.474, -1.180, -2.889], [-2.393, -2.618, -2.857], [-3.163, -1.014, -3.012], [-2.864, -4.500, -5.545], [-2.318, 4.715, -5.588], [-0.944, 4.327, -6.178], [-0.536, 2.991, -5.558], [-0.954, 4.305, -7.702], [-0.988, 5.740, -8.363], [0.223, 6.494, -7.873], [0.248, 6.659, -6.343], [1.608, 7.206, -5.855], [-0.723, 7.653, -5.734], [0.108, 5.262, -5.769], [0.193, 5.292, -4.368], [-2.869, 5.379, -6.274], [-2.987, 3.854, -5.447], [-2.319, 5.251, -4.615], [-0.484, 2.967, -4.440], [-1.199, 2.170, -5.841], [0.446, 2.697, -6.001], [-0.029, 3.836, -8.046], [-1.779, 3.724, -8.108], [-0.948, 5.659, -9.473], [-1.966, 6.201, -8.227], [0.372, 7.497, -8.335], [1.050, 5.852, -8.179], [1.880, 8.214, -6.181], [2.442, 6.609, -6.204], [1.555, 7.278, -4.766], [-0.504, 8.714, -5.947], [-0.754, 7.616, -4.616], [-1.736, 7.411, -6.040], [0.967, 4.747, -4.142], [4.795, -5.594, 0.416], [4.064, -4.800, 1.475], [5.083, -4.067, 2.258], [2.981, -3.881, 0.892], [1.966, -3.373, 1.986], [1.374, -4.536, 2.686], [2.436, -5.355, 3.376], [3.106, -4.672, 4.663], [1.907, -6.707, 3.934], [3.379, -5.819, 2.332], [4.466, -6.502, 2.965], [4.158, -6.441, 0.098], [5.044, -4.994, -0.462], [5.765, -5.964, 0.812], [4.634, -3.321, 2.949], [5.781, -4.689, 2.819], [5.652, -3.516, 1.511], [3.327, -2.929, 0.428], [2.378, -4.371, 0.130], [2.384, -2.761, 2.756], [1.151, -2.886, 1.417], [1.068, -5.317, 1.944], [0.567, -4.312, 3.358], [2.443, -4.747, 5.522], [3.332, -3.611, 4.564], [4.014, -5.158, 4.922], [2.737, -7.196, 4.450], [1.636, -7.381, 3.140], [1.163, -6.526, 4.720], [4.288, -7.415, 2.763], [-4.033, -6.139, -0.171], [-3.530, -4.763, -0.546], [-4.611, -3.893, -1.030], [-2.829, -4.040, 0.553], [-1.461, -4.580, 1.012], [-0.644, -4.471, -0.210], [-1.127, -5.289, -1.392], [-0.377, -5.000, -2.733], [-0.999, -6.842, -1.179], [-2.525, -4.766, -1.659], [-3.129, -5.538, -2.690], [-3.370, -6.611, 0.570], [-5.034, -6.036, 0.241], [-4.024, -6.794, -1.038], [-5.553, -4.057, -0.512], [-4.356, -2.816, -0.908], [-4.788, -3.975, -2.079], [-2.691, -2.999, 0.181], [-3.506, -3.916, 1.414], [-1.025, -3.848, 1.683], [-1.488, -5.599, 1.482], [0.401, -4.759, -0.100], [-0.593, -3.426, -0.499], [-0.588, -5.723, -3.514], [0.676, -5.007, -2.487], [-0.730, -4.036, -3.100], [-1.640, -7.404, -1.874], [-1.165, -7.166, -0.170], [0.002, -7.182, -1.459], [-3.125, -4.849, -3.395], [1.825, -1.792, -1.905], [3.104, -1.155, -2.426], [4.249, -1.439, -1.478], [3.436, -1.706, -3.831], [4.382, -0.813, -4.670], [3.844, 0.680, -4.695], [3.747, 1.150, -3.260], [5.119, 1.262, -2.552], [3.091, 2.505, -3.192], [2.739, 0.289, -2.610], [2.515, 0.857, -1.319], [1.562, -1.454, -0.885], [0.964, -1.518, -2.543], [1.846, -2.886, -1.898], [4.276, -2.526, -1.371], [5.195, -1.155, -1.897], [4.252, -0.992, -0.491], [3.987, -2.644, -3.693], [2.524, -1.896, -4.394], [5.412, -0.829, -4.275], [4.348, -1.194, -5.677], [2.864, 0.697, -5.172], [4.517, 1.314, -5.298], [4.961, 1.273, -1.470], [5.557, 2.205, -2.883], [5.904, 0.569, -2.815], [3.073, 2.845, -2.157], [2.145, 2.545, -3.735], [3.686, 3.187, -3.826], [1.599, 1.019, -1.328], [-0.826, 1.594, -1.554], [-0.353, 0.637, -0.628], [-1.255, 0.486, 0.499], [-0.810, -0.718, 1.253], [-1.765, -1.042, 2.436], [0.501, -0.346, 1.781], [-1.733, 2.082, -1.240], [-1.088, 1.178, -2.554], [-0.050, 2.265, -1.774], [-1.307, 1.365, 1.201], [-2.302, 0.340, 0.198], [-0.743, -1.547, 0.530], [-2.671, -1.513, 2.051], [-2.028, -0.192, 3.046], [-1.312, -1.766, 3.125], [0.982, 0.256, 1.107], [1.084, -1.146, 1.976]], "homo_ev": -8.310, "smiles": "CC1(C)CCCC(C)(C)N1O.CC1(C)CCCC(C)(C)N1O.CC1(C)CCCC(C)(C)N1O.CC1(C)CCCC(C)(C)N1O.CC1(C)CCCC(C)(C)N1O.CC1(C)CCCC(C)(C)N1O.CC1(C)CCCC(C)(C)N1O.CC1(C)CCCC(C)(C)N1O.CC1(C)CCCC(C)(C)N1O.COC[C@H](C)N", "e_above_lowest_ev": 0.000, "multiplicity": 1}



{"formula": "CHFS2", "method": "ωB97M-V/def2-TZVPD", "species": ["C", "F", "S", "S", "H"], "positions_angstrom": [[0.555, -0.130, 0.007], [1.288, -0.782, -0.932], [-1.347, -1.873, 0.948], [0.098, 1.386, -0.554], [-0.594, 1.400, 0.531]], "homo_ev": [-9.287, -9.178], "e_above_lowest_ev": 4.576, "multiplicity": 1}



{"formula": "C3H7F", "method": "ωB97M-V/def2-TZVPD", "species": ["C", "C", "C", "F", "H", "H", "H", "H", "H", "H", "H"], "positions_angstrom": [[0.195, 1.371, 0.271], [-0.377, -0.044, 0.485], [0.042, -1.239, -0.385], [0.022, -0.847, -1.708], [0.792, 1.445, -0.691], [-0.411, 2.241, 0.336], [1.044, 1.425, 0.825], [-0.038, -0.527, 1.387], [-1.556, 0.017, 0.316], [-0.651, -2.084, -0.402], [0.938, -1.758, -0.434]], "homo_ev": -11.207, "smiles": "CCCF", "e_above_lowest_ev": 1.528, "multiplicity": 1}



What is the multiplicity in the first record? 1